Below is an isolated molecule of C7H17NOSi, with properties calculated with ωB97M-V/def2-TZVPD.

- Orbital gap: 9.233 eV
- LUMO: 0.9 eV
- Structure (SMILES): C=C[Si@](CC)(OC)N(C)C
- F_max: 3.94 eV/Å
- Energy: -696.3847 a.u.

Element x y z (Å)
C  -2.048  -2.284  0.441
C  -1.667  -1.397  -0.499
C  0.540  2.337  -1.789
C  1.343  -0.040  1.979
C  -0.899  0.713  2.235
C  1.565  -1.662  -1.700
C  -0.608  1.651  -1.125
N  0.069  0.189  1.396
O  1.121  -0.707  -0.874
Si  -0.292  -0.090  -0.274
H  -2.722  -3.029  0.202
H  -1.424  -2.344  1.312
H  -2.259  -1.288  -1.394
H  1.411  2.104  -1.278
H  0.817  1.892  -2.794
H  0.411  3.462  -1.854
H  2.251  -0.404  1.298
H  1.803  0.898  2.413
H  1.400  -0.844  2.761
H  -1.686  1.365  1.700
H  -1.468  -0.048  2.848
H  -0.445  1.378  2.966
H  1.273  -2.605  -1.362
H  2.675  -1.729  -1.733
H  1.214  -1.484  -2.692
H  -1.500  1.609  -1.843
H  -0.875  2.358  -0.342

Here are the natural (NBO) charges for atoms 1 to 2, given in e: -0.3367, -0.6710